A cluster of 7 separate species, C10H34N8O7 in total. Source: the Open Molecules 2025 dataset; level of theory: wB97M-V/def2-TZVPD.

Calculated values
- HOMO (Eh) = -0.338
- energy relative to the best compared isomer or geometry (same formula, charge and spin) (kJ/mol) = 168.08

```
! wB97M-V def2-TZVPD RIJCOSX def2/J DEFGRID3
* xyz 0 1
O 0.584 -0.315 1.654
O 2.827 -2.317 5.433
O -3.632 0.159 4.921
O 4.053 -0.804 -1.930
O -2.279 0.003 -3.667
O -2.825 2.453 -1.341
O 1.051 2.066 -2.688
N -4.176 1.662 0.368
N -4.868 -1.570 4.068
N -4.660 1.170 -1.865
N 2.247 3.701 -1.636
N -0.082 3.919 -1.871
N -0.538 0.257 -0.362
N -3.497 -0.190 2.667
N 1.746 0.141 -0.266
C -3.785 1.763 -0.968
C 1.898 -2.698 4.446
C 0.566 -0.055 0.442
C -3.998 -0.470 3.948
C 1.049 3.172 -2.112
C 5.471 -2.018 -0.443
C 5.417 -0.921 -1.508
C 0.660 -1.863 4.558
C -0.144 -0.474 -4.739
C -1.118 -0.892 -3.650
H -0.272 0.754 -1.193
H 2.333 -2.436 3.459
H -0.677 -0.885 -2.643
H 2.646 0.120 0.160
H -1.447 0.300 0.041
H 0.826 -0.795 4.635
H 5.824 0.010 -1.113
H -5.328 -1.649 4.953
H -2.707 0.427 2.611
H -3.811 2.315 1.028
H -3.845 -0.691 1.881
H 5.610 -2.980 -0.944
H -0.074 4.701 -1.250
H 0.697 -1.172 -4.694
H -1.822 0.856 -3.732
H -4.925 1.045 0.594
H -5.215 -1.978 3.228
H -4.484 1.276 -2.843
H -1.472 -1.929 -3.699
H -5.494 0.745 -1.525
H 3.716 -2.528 5.139
H 4.494 -2.128 0.032
H -0.033 -2.061 3.745
H 1.731 -3.769 4.283
H -0.561 -0.600 -5.742
H 3.919 0.002 -2.437
H 0.091 -2.134 5.458
H 0.094 0.584 -4.629
H -0.994 3.543 -2.084
H 5.952 -1.303 -2.383
H 1.687 0.643 -1.132
H 2.231 4.476 -1.009
H 6.268 -1.876 0.278
H 3.076 3.236 -1.937
*
```


A cluster of 7 separate species, C10H35N3O7 in total. Source: the Open Molecules 2025 dataset; level of theory: wB97M-V/def2-TZVPD.

Calculated values
- HOMO (Eh) = -0.330
- energy relative to the best compared isomer or geometry (same formula, charge and spin) (kJ/mol) = 0.00

```
! wB97M-V def2-TZVPD RIJCOSX def2/J DEFGRID3
* xyz 0 1
O -0.892 2.203 -1.665
O 3.357 0.485 1.303
O -0.970 -1.387 -3.832
O -0.275 -4.099 -1.853
O -1.427 -2.029 3.666
O -2.575 0.394 0.097
O -1.842 0.624 2.661
N -3.009 -0.438 -3.970
N -2.790 -2.722 -3.631
N 1.247 3.418 0.499
C 3.208 2.497 -0.800
C 2.588 1.663 1.506
C 2.084 2.245 0.198
C 4.124 0.121 2.395
C -1.052 -3.281 4.195
C -2.159 -1.483 -3.772
C 0.464 -2.974 -1.299
C -1.724 -0.619 -0.138
C -0.663 1.329 2.936
C -0.927 2.708 -3.007
H 3.984 3.112 -0.375
H -0.568 1.971 -3.774
H -2.500 0.584 1.070
H 0.077 0.578 3.291
H -3.975 -0.665 -4.089
H -2.550 0.172 -4.583
H -2.259 -3.444 -3.148
H 2.804 3.100 -1.656
H -0.290 -3.230 4.990
H -0.705 -3.975 3.451
H -1.954 -1.461 0.531
H -0.278 3.556 -3.106
H 1.401 1.547 -0.298
H -1.659 1.653 -1.413
H 3.553 1.566 -1.178
H 1.678 4.327 0.366
H 3.161 2.430 2.006
H 0.148 -2.888 -0.284
H 0.426 3.421 -0.134
H 1.521 -3.121 -1.471
H -1.943 3.028 -3.287
H -0.301 1.849 2.040
H -0.955 -1.922 2.801
H -1.966 -0.237 3.092
H 1.725 1.424 2.149
H -3.725 -2.680 -3.271
H 3.531 -0.199 3.252
H 4.802 -0.676 2.023
H 0.161 -2.079 -1.847
H -1.922 -3.682 4.676
H -0.674 2.004 3.805
H -1.712 -0.991 -1.172
H -0.649 -0.323 0.087
H 4.763 0.950 2.687
H 0.081 -4.354 -2.723
*
```


A cluster of 7 separate species, C10H36NO6 in total. Source: the Open Molecules 2025 dataset; level of theory: wB97M-V/def2-TZVPD.

Calculated values
- HOMO (Eh) = -0.484
- energy relative to the best compared isomer or geometry (same formula, charge and spin) (kJ/mol) = 0.00

```
! wB97M-V def2-TZVPD RIJCOSX def2/J DEFGRID3
* xyz 1 1
O -1.102 -2.923 -2.266
O 0.578 -0.824 -2.702
O 2.610 2.494 -0.824
O -0.394 1.152 2.433
O 1.537 -1.613 1.006
O -2.097 2.044 -0.457
N 0.414 0.680 -0.326
C -3.126 2.026 -1.450
C 3.281 -2.372 -0.502
C -0.153 2.588 4.356
C -3.444 -3.353 -2.795
C 0.581 3.352 2.058
C -2.424 -2.364 -2.252
C -2.778 -1.931 -0.837
C 0.448 2.184 3.014
C 2.955 -1.792 0.864
C 3.616 -0.462 1.141
H -2.485 1.923 0.414
H 3.315 -2.496 1.624
H 1.158 1.395 -0.372
H 3.349 -0.056 2.117
H 1.154 -2.496 0.989
H 0.860 -0.810 -3.620
H -0.478 1.199 -0.322
H 0.462 0.114 0.527
H -3.686 -1.325 -0.780
H 4.701 -0.549 1.117
H -2.832 1.338 -2.244
H 3.289 0.253 0.379
H 2.756 -3.324 -0.629
H 0.077 -1.656 -2.595
H -2.964 -2.790 -0.186
H -1.143 3.023 4.176
H -0.368 3.576 1.565
H -4.401 -2.843 -2.903
H 2.927 -1.722 -1.304
H 0.464 0.071 -1.159
H -1.148 -3.868 -2.092
H -3.315 3.017 -1.857
H 2.490 2.966 -1.655
H -1.978 -1.337 -0.390
H -3.539 -4.182 -2.091
H 4.342 -2.590 -0.623
H -3.164 -3.739 -3.775
H -0.298 1.714 4.991
H 1.426 1.720 3.154
H 0.442 3.333 4.881
H -2.388 -1.470 -2.878
H 3.563 2.446 -0.695
H -4.052 1.628 -1.030
H 0.857 4.254 2.610
H -1.236 1.192 2.897
H 1.345 3.200 1.296
*
```


A cluster of 8 separate species, C10H36O8 in total. Source: the Open Molecules 2025 dataset; level of theory: wB97M-V/def2-TZVPD.

Calculated values
- HOMO (Eh) = -0.376
- energy relative to the best compared isomer or geometry (same formula, charge and spin) (kJ/mol) = 281.54

```
! wB97M-V def2-TZVPD RIJCOSX def2/J DEFGRID3
* xyz 0 1
O -1.142 4.455 1.834
O 4.403 -5.922 3.804
O -7.022 -1.813 2.483
O -1.205 -3.844 -3.497
O -6.779 2.348 -1.148
O 2.311 0.680 -9.712
O 4.388 2.881 -0.823
O -0.148 0.064 -0.889
C 2.382 -5.325 2.585
C -0.453 4.449 4.083
C 1.659 -0.069 -8.751
C 5.121 1.817 1.311
C 0.604 0.732 -8.021
C 5.210 1.927 -0.254
C -6.095 -1.858 3.582
C -5.587 -0.501 4.157
C 3.180 -6.408 3.317
C -0.508 5.248 2.837
H 2.513 -4.343 3.038
H 2.324 1.559 -9.325
H -1.517 4.263 4.229
H 6.250 2.095 -0.535
H 0.270 0.156 -7.157
H 1.221 -0.884 -9.326
H -1.150 6.103 3.048
H 5.842 1.147 1.778
H 3.317 -7.302 2.709
H -0.132 4.986 4.976
H 2.551 -5.255 1.510
H 2.522 -6.741 4.120
H -5.432 0.257 3.389
H 0.140 3.535 4.072
H -4.764 -0.518 4.871
H -0.126 1.248 -8.644
H -2.127 -3.922 -3.252
H 0.503 5.540 2.553
H -6.446 -0.107 4.700
H 4.689 3.733 -0.499
H 5.183 2.863 1.613
H 2.347 -0.437 -7.989
H -0.527 0.656 -0.239
H -7.897 -1.677 2.853
H -1.416 4.983 1.080
H 4.925 0.999 -0.749
H 1.314 -5.502 2.707
H 0.422 0.622 -1.418
H 1.201 1.548 -7.612
H -6.859 1.491 -1.568
H -5.236 -2.507 3.416
H 4.935 -5.975 3.006
H -0.863 -3.154 -2.928
H -5.894 2.640 -1.364
H -6.548 -2.417 4.400
H 4.146 1.456 1.639
*
```


A cluster of 7 separate species, C10H38BNO9 in total. Source: the Open Molecules 2025 dataset; level of theory: wB97M-V/def2-TZVPD.

Calculated values
- HOMO (Eh) = -0.336
- energy relative to the best compared isomer or geometry (same formula, charge and spin) (kJ/mol) = 0.00

```
! wB97M-V def2-TZVPD RIJCOSX def2/J DEFGRID3
* xyz 0 1
O 2.509 -1.052 0.542
O -0.092 4.237 1.156
O 0.377 2.780 -1.417
O -1.082 -0.778 -3.321
O 2.946 1.674 -1.803
O 1.952 -2.325 -1.952
O -0.892 -3.496 1.812
O -0.835 -1.296 4.034
O -2.780 1.041 -1.713
N 0.305 -0.073 -0.922
C -2.402 -1.085 -2.874
C -3.272 0.139 -2.679
C 0.102 -3.154 2.745
C 1.274 3.284 -2.416
C 2.445 -3.032 -0.790
C -0.859 3.296 1.940
C -0.397 3.269 3.374
C 3.304 -2.137 0.030
C 2.146 2.151 -2.858
C -0.448 -2.670 4.066
B -2.034 -0.709 0.941
H 0.724 -2.354 2.310
H 1.214 -0.495 -0.695
H 2.914 -0.774 1.368
H -2.352 -1.676 -1.955
H 2.825 2.557 -3.616
H -1.297 -2.636 1.588
H -1.208 -1.096 3.162
H 0.792 -3.993 2.861
H 0.337 -2.733 4.825
H -0.330 -0.272 -0.105
H 1.844 4.098 -1.963
H -2.420 -1.296 1.921
H -1.384 0.282 1.178
H 2.494 1.856 -0.972
H -1.008 2.605 3.988
H -1.301 -3.284 4.372
H -2.910 -1.767 -3.569
H 0.631 2.905 3.426
H -0.428 4.255 3.844
H -4.296 -0.185 -2.450
H -0.176 -0.495 -1.729
H -2.771 0.595 -0.831
H -1.909 3.604 1.879
H 3.763 -2.713 0.842
H 2.366 -2.669 -2.746
H 2.985 -3.922 -1.114
H -3.315 0.697 -3.620
H 0.667 3.641 -3.255
H -2.974 -0.369 0.280
H -0.084 5.074 1.629
H 1.597 1.356 -3.372
H 1.546 -3.327 -0.244
H -0.187 3.460 -1.033
H -1.414 -1.522 0.298
H -0.946 -1.060 -4.226
H 4.146 -1.685 -0.504
H 0.345 0.941 -1.112
H -0.753 2.337 1.445
*
```


A cluster of 9 separate species, C10H38N4O9 in total. Source: the Open Molecules 2025 dataset; level of theory: wB97M-V/def2-TZVPD.

Calculated values
- HOMO (Eh) = -0.349
- energy relative to the best compared isomer or geometry (same formula, charge and spin) (kJ/mol) = 437.26

```
! wB97M-V def2-TZVPD RIJCOSX def2/J DEFGRID3
* xyz 0 1
O -2.999 1.101 -0.655
O -1.749 2.010 2.860
O -0.310 -1.582 1.332
O -1.523 -1.365 -2.373
O 4.744 0.999 -1.011
O 1.867 2.608 3.517
O 1.215 -2.764 -3.328
O 2.207 -3.039 -0.345
O 1.972 2.802 -0.883
N 0.499 -0.614 -0.705
N -0.625 0.732 0.564
N -0.332 2.697 -1.307
N 0.842 1.508 -2.526
C -5.422 1.245 -0.155
C 2.741 -3.004 0.935
C -1.610 1.919 4.243
C -0.207 -0.526 0.451
C 3.878 0.146 -0.227
C 0.874 2.288 -1.500
C -2.533 -2.094 -1.666
C -3.970 1.032 0.382
C 2.210 1.470 2.684
C 1.027 -4.002 -2.836
H 0.620 -4.655 -3.615
H -5.638 0.344 -0.829
H -0.541 1.558 -0.041
H 0.610 0.157 -1.287
H 4.337 0.950 -1.860
H -2.059 -2.372 -0.738
H 4.278 0.240 0.791
H -0.072 1.358 -3.114
H 1.783 1.229 -2.873
H 1.359 0.835 2.553
H 2.881 -3.049 -0.994
H 2.023 2.385 4.402
H 3.696 -3.456 0.948
H -2.129 0.899 -0.273
H -3.730 1.846 1.106
H 1.956 -4.544 -2.555
H 0.380 -3.980 -1.942
H -5.394 2.062 -0.804
H 2.945 0.827 3.086
H -3.275 -1.391 -1.425
H -1.744 2.987 2.689
H 2.888 0.419 -0.306
H 2.744 -1.980 1.238
H -0.317 3.532 -0.667
H -1.431 0.825 4.489
H 0.913 -1.529 -0.846
H -1.008 0.982 1.513
H -2.614 2.271 4.601
H 4.011 -0.854 -0.445
H 2.562 1.715 1.677
H -1.048 2.699 -2.085
H -2.830 -2.997 -2.193
H -3.711 0.062 0.781
H -6.115 1.361 0.668
H 2.152 -3.596 1.704
H -0.826 2.624 4.547
H 0.423 -2.320 -3.652
H -0.877 -1.009 -1.703
*
```


A cluster of 13 separate species, C10H39N2O13 in total. Source: the Open Molecules 2025 dataset; level of theory: wB97M-V/def2-TZVPD.

Calculated values
- HOMO (Eh) = -0.455
- energy relative to the best compared isomer or geometry (same formula, charge and spin) (kJ/mol) = 334.58

```
! wB97M-V def2-TZVPD RIJCOSX def2/J DEFGRID3
* xyz 1 1
O -0.566 0.388 2.692
O -3.042 -0.065 -3.323
O 1.266 -0.155 -2.099
O -5.100 -2.911 -5.741
O 3.933 -2.778 4.640
O 0.377 -2.497 7.203
O -1.400 1.713 -7.474
O -0.292 -0.678 -5.317
O -3.133 -0.861 -6.451
O 3.310 5.052 2.806
O 1.611 1.633 -5.517
O -0.831 -0.716 5.345
O -0.737 -3.132 2.238
N 2.589 0.159 2.006
N -2.007 0.464 0.817
C -0.813 0.994 1.575
C -1.597 -0.704 -0.035
C 2.857 -1.305 1.792
C 2.535 0.841 3.171
C 2.355 0.922 0.697
C 2.607 -2.591 1.574
C 2.158 2.402 2.806
C -2.944 -0.145 1.855
C 0.010 2.248 1.014
C 1.597 2.222 1.306
H -0.916 -0.498 4.406
H -3.587 -0.123 -6.022
H 3.426 1.139 0.299
H -3.138 0.562 2.744
H -1.015 -1.451 0.655
H -2.860 -0.028 -2.375
H 3.307 -2.608 3.923
H 2.685 0.348 4.195
H 1.294 2.758 3.506
H 2.077 3.093 0.693
H -2.560 -1.179 2.232
H -0.105 2.233 -0.148
H 4.602 -3.346 4.236
H 2.438 -3.638 1.100
H -1.427 0.775 -7.703
H -0.677 -2.225 2.568
H 1.647 0.293 0.046
H 0.952 -0.234 -3.012
H -0.076 -1.321 5.378
H -6.011 -2.650 -5.558
H -0.537 1.826 -7.053
H 1.802 2.575 -5.617
H -0.466 -2.087 7.440
H 2.465 5.459 3.042
H -3.160 -1.567 -5.791
H -0.873 -0.832 -6.076
H -0.453 3.231 1.391
H -0.918 -0.311 -0.876
H -2.232 -0.435 -3.703
H -1.360 -3.561 2.840
H 2.192 -0.431 -2.147
H -5.044 -2.903 -6.706
H 0.272 0.056 -5.600
H 1.038 -1.936 7.628
H 1.947 1.419 -4.637
H -3.991 -0.366 1.390
H 3.968 5.613 3.238
H -2.513 -1.239 -0.518
H 3.064 3.089 3.015
*
```


A cluster of 10 separate species, C10H39NO10 in total. Source: the Open Molecules 2025 dataset; level of theory: wB97M-V/def2-TZVPD.

Calculated values
- HOMO (Eh) = -0.315
- energy relative to the best compared isomer or geometry (same formula, charge and spin) (kJ/mol) = 11.48

```
! wB97M-V def2-TZVPD RIJCOSX def2/J DEFGRID3
* xyz 0 1
O -2.563 -2.260 -2.928
O -1.680 -4.211 2.419
O 0.359 -2.611 0.512
O -1.556 -0.611 1.521
O 2.047 -5.482 0.467
O -0.191 -4.570 -1.505
O 3.479 -2.403 -0.672
O -1.599 2.033 0.141
O 2.209 -2.917 2.649
O -2.472 -3.245 -0.386
N -0.429 2.830 0.012
C 0.622 1.994 2.124
C -0.915 3.939 2.118
C -2.449 -0.852 -2.873
C 1.517 3.428 -1.350
C 1.288 4.136 1.035
C 0.320 2.494 -1.194
C 0.128 3.209 1.302
C -0.609 2.668 -2.399
C 0.796 1.023 -1.187
C 2.260 3.643 -0.043
H -0.138 1.214 2.146
H 1.766 0.875 -0.706
H 1.854 4.329 1.950
H -2.551 -2.609 0.335
H -1.674 3.294 2.573
H -2.308 2.658 -0.033
H 2.776 2.749 0.294
H 2.921 4.502 -0.185
H 0.808 2.272 3.160
H -0.916 3.716 -2.489
H -0.067 2.427 -3.314
H -1.083 -4.383 -1.184
H 2.608 -2.512 -0.276
H 1.520 1.585 1.659
H 0.078 0.357 -0.704
H -1.515 2.072 -2.320
H 2.226 2.913 -2.008
H 1.577 -6.281 0.215
H -0.470 4.433 2.988
H 1.188 4.334 -1.858
H -2.563 -0.474 -1.847
H -1.449 4.713 1.558
H -2.874 -4.048 -0.030
H 1.600 -2.638 1.952
H 2.516 -3.781 2.351
H 4.048 -2.175 0.069
H -1.158 -0.009 0.876
H 0.913 0.651 -2.207
H 0.868 5.098 0.720
H -2.614 -2.621 -2.032
H -0.238 -5.457 -1.873
H -0.868 -3.887 2.007
H -1.465 -0.529 -3.227
H -0.207 -1.847 0.702
H 1.584 -4.779 -0.004
H -0.095 -3.107 -0.178
H -3.220 -0.389 -3.491
H -2.494 -0.566 1.310
H -1.448 -4.341 3.342
*
```